# C3H9S

A 2-piece molecular cluster, C3H9S overall in a non-equilibrium geometry (wB97M-V/def2-TZVPD, OMol25).

Properties
Max |F| (eV/A): 1.5
ΔE to the lowest compared entry with this formula, charge and spin (kcal per mole): 18.9
LUMO (eV): 3.4761
Total charge: -1

Bonds (Å) are listed after each position.
Geometry (Å):
1 C -1.2595 -0.3466 0.4398  C2 1.556, H3 1.090, H4 1.094, H5 1.104
2 C -2.1636 0.4866 1.3929  C1 1.556, H6 1.091, H7 1.105, H8 1.101
3 H -0.3586 -0.6757 0.9577  C1 1.090
4 H -1.0335 0.1432 -0.5126  C1 1.094
5 H -1.7484 -1.3066 0.1963  C1 1.104
6 H -2.7068 1.1590 0.7268  C2 1.091
7 H -2.6964 -0.1629 2.1108  C2 1.105
8 H -1.5363 1.0928 2.0644  C2 1.101
9 C 2.7037 -0.1610 -1.3800  S10 1.817, H11 1.104, H12 1.087, H13 1.104
10 S 2.7061 1.1309 -2.6573  C9 1.817
11 H 3.6775 -0.2178 -0.8619  C9 1.104
12 H 1.8926 0.0256 -0.6810  C9 1.087
13 H 2.5230 -1.1675 -1.7958  C9 1.104


# C2H8NO

A 2-piece molecular cluster, C2H8NO overall (wB97M-V/def2-TZVPD, OMol25).

Properties
Max |F| (eV/A): 0.8
ΔE to the lowest compared entry with this formula, charge and spin (kcal per mole): 10.6
LUMO (spin up / spin down) (eV): 0.7495 / 0.7415
Multiplicity: 2

Bonds (Å) are listed after each position.
Geometry (Å):
1 O 0.6940 -2.1367 -1.2047  H3 0.962, H4 0.962
2 H -0.6560 -0.4660 0.0418  N7 1.003
3 H 1.0510 -2.2790 -2.0866  O1 0.962
4 H 0.7961 -3.0015 -0.7957  O1 0.962
5 C -1.0412 1.0169 1.4475  N7 1.453, H8 1.087, H9 1.092, H10 1.093
6 C 0.5812 1.2121 -0.3689  N7 1.374, H11 1.077, H12 1.080
7 N -0.3779 0.4691 0.2765  H2 1.003, C5 1.453, C6 1.374
8 H -2.0034 1.4434 1.1771  C5 1.087
9 H -0.4308 1.7916 1.9171  C5 1.092
10 H -1.2349 0.2254 2.1760  C5 1.093
11 H 0.9818 0.9137 -1.3228  C6 1.077
12 H 1.1789 1.8557 0.2589  C6 1.080


# C3H6ClIO

A 2-piece molecular cluster, C3H6ClIO overall in a non-equilibrium geometry (wB97M-V/def2-TZVPD, OMol25).

Properties
Max |F| (eV/A): 5.0
ΔE to the lowest compared entry with this formula, charge and spin (kcal per mole): 93.2
LUMO (spin up / spin down) (eV): -1.3980 / -1.3978

Bonds (Å) are listed after each position.
Geometry (Å):
1 C -0.9874 0.6845 -0.9645  C2 1.619, H7 1.016, H8 1.125, H9 1.122
2 C -0.2609 -0.6756 -0.4704  C1 1.619, C3 1.468, H10 1.133, H11 1.195
3 C 1.0347 -0.4898 0.1943  C2 1.468, Cl5 1.676, I6 2.132
4 O 0.1780 1.1090 1.8681  H12 1.002
5 Cl 2.1507 0.4515 -0.6289  C3 1.676
6 I 1.6811 -1.9109 1.6465  C3 2.132
7 H -1.9712 0.5505 -0.7489  C1 1.016
8 H -0.4861 1.4158 -0.2718  C1 1.125
9 H -0.8230 0.6869 -2.0743  C1 1.122
10 H -1.0912 -1.2167 0.0779  C2 1.133
11 H 0.0547 -1.3854 -1.3785  C2 1.195
12 H 0.5205 0.7802 2.7507  O4 1.002


# C29H60Br16IO5P

A 9-piece molecular cluster, C29H60Br16IO5P overall in a non-equilibrium geometry (wB97M-V/def2-TZVPD, OMol25).

Properties
Max |F| (eV/A): 6.6
ΔE to the lowest compared entry with this formula, charge and spin (kcal per mole): 197.2
LUMO (eV): 0.0819
SMILES: CC[C@H](C)O[P@@](=O)(OC[C@@H](C)I)OOC[C@H](C)C(C)C.BrCCBr.BrCCBr.BrCCBr.BrCCBr.BrCCBr.BrCCBr.BrCCBr.BrCCBr

Bonds (Å) are listed after each position.
Geometry (Å):
1 C 3.9865 -0.7116 3.4758  C2 1.671, H21 1.172, H22 1.188, H23 1.190
2 C 2.9143 0.2447 2.6228  C1 1.671, C3 1.673, H24 1.183, H25 1.187
3 C 1.4377 -0.5167 2.8158  C2 1.673, C4 1.646, O5 1.471, H26 1.170
4 C 0.5491 -0.0913 1.4970  C3 1.646, H27 1.187, H28 1.192, H29 1.173
5 O 0.9079 -0.0309 4.0988  C3 1.471, P6 1.774
6 P -0.3793 -1.0979 4.6927  O5 1.774, O7 1.613, O8 1.741, O13 1.751
7 O -0.2836 -0.9794 6.2981  P6 1.613
8 O -1.8619 -0.4630 4.0365  P6 1.741, C9 1.471
9 C -3.0220 -0.7326 4.8992  O8 1.471, C10 1.673, H30 1.170, H31 1.179
10 C -4.2118 0.3612 4.4676  C9 1.673, C11 1.642, I12 2.196, H32 1.192
11 C -3.6706 1.5447 3.4660  C10 1.642, H33 1.194, H34 1.181, H35 1.175
12 I -5.9474 -0.5793 3.5051  C10 2.196
13 O -0.0896 -2.7866 4.3339  P6 1.751, O14 1.329
14 O -1.2342 -3.4598 4.2892  O13 1.329, C15 1.472
15 C -0.9324 -4.6584 3.4907  O14 1.472, C16 1.640, H36 1.192, H37 1.191
16 C -1.4483 -4.6061 1.9347  C15 1.640, C17 1.640, C18 1.640, H38 1.194
17 C -0.1671 -4.9718 0.9793  C16 1.640, H39 1.174, H40 1.171, H41 1.193
18 C -2.2616 -3.2448 1.5175  C16 1.640, C19 1.651, C20 1.672, H42 1.173
19 C -2.2401 -2.9025 -0.0978  C18 1.651, H43 1.193, H44 1.171, H45 1.193
20 C -3.8650 -3.5420 1.8850  C18 1.672, H46 1.171, H47 1.176, H48 1.193
21 H 5.0036 -0.1738 3.6967  C1 1.172
22 H 4.0990 -1.6932 2.8162  C1 1.188
23 H 3.4046 -1.0186 4.4671  C1 1.190
24 H 3.2239 0.3415 1.4857  C2 1.183
25 H 2.7745 1.3009 3.1450  C2 1.187
26 H 1.6747 -1.6618 2.7749  C3 1.170
27 H 1.1281 0.6812 0.8067  C4 1.187
28 H 0.4430 -1.0814 0.8428  C4 1.192
29 H -0.5449 0.2562 1.7398  C4 1.173
30 H -2.8455 -0.5581 6.0428  C9 1.170
31 H -3.5034 -1.7922 4.7129  C9 1.179
32 H -4.6345 0.9144 5.4345  C10 1.192
33 H -4.5662 2.3143 3.2908  C11 1.194
34 H -2.7852 2.1822 3.9185  C11 1.181
35 H -3.4195 1.1066 2.4056  C11 1.175
36 H 0.2562 -4.7378 3.4469  C15 1.192
37 H -1.2963 -5.6445 4.0504  C15 1.191
38 H -2.2209 -5.5077 1.8118  C16 1.194
39 H 0.7116 -4.2171 1.1718  C17 1.174
40 H -0.4778 -5.0790 -0.1441  C17 1.171
41 H 0.2363 -6.0330 1.3443  C17 1.193
42 H -1.9136 -2.2691 2.0675  C18 1.173
43 H -3.0112 -3.5723 -0.7150  C19 1.193
44 H -1.1687 -2.8749 -0.5705  C19 1.171
45 H -2.6680 -1.7928 -0.1959  C19 1.193
46 H -4.5654 -2.6495 1.5958  C20 1.171
47 H -3.9270 -3.8676 3.0132  C20 1.176
48 H -4.1591 -4.4747 1.2014  C20 1.193
49 Br -3.3306 0.6272 0.1081  C50 1.951
50 C -2.0992 1.6545 -1.0023  Br49 1.951, C51 1.511, H53 1.094, H54 1.094
51 C -1.7989 0.9342 -2.2959  C50 1.511, Br52 1.951, H55 1.094, H56 1.094
52 Br -0.5378 -0.5270 -2.0138  C51 1.951
53 H -1.2097 1.8495 -0.3970  C50 1.094
54 H -2.6145 2.5991 -1.1981  C50 1.094
55 H -1.3029 1.6038 -3.0042  C51 1.094
56 H -2.6856 0.5036 -2.7699  C51 1.094
57 Br -8.1306 -3.0157 0.2367  C58 1.951
58 C -6.8992 -1.9884 -0.8738  Br57 1.951, C59 1.511, H61 1.094, H62 1.094
59 C -6.5989 -2.7086 -2.1674  C58 1.511, Br60 1.951, H63 1.094, H64 1.094
60 Br -5.3378 -4.1698 -1.8853  C59 1.951
61 H -6.0097 -1.7933 -0.2685  C58 1.094
62 H -7.4145 -1.0438 -1.0695  C58 1.094
63 H -6.1029 -2.0391 -2.8756  C59 1.094
64 H -7.4856 -3.1393 -2.6414  C59 1.094
65 Br -1.2110 0.9363 -5.5569  C66 1.951
66 C 0.4538 1.4135 -6.4544  Br65 1.951, C67 1.511, H69 1.094, H70 1.094
67 C 1.6011 0.5589 -5.9688  C66 1.511, Br68 1.951, H71 1.094, H72 1.094
68 Br 2.2226 1.1426 -4.2144  C67 1.951
69 H 0.6096 2.4834 -6.2913  C66 1.094
70 H 0.2641 1.2361 -7.5168  C66 1.094
71 H 2.4679 0.6667 -6.6268  C67 1.094
72 H 1.3469 -0.5013 -5.8810  C67 1.094
73 Br 5.0345 2.6125 1.2334  C74 1.951
74 C 4.3573 4.1469 0.2375  Br73 1.951, C75 1.511, H77 1.094, H78 1.094
75 C 3.0748 4.6684 0.8422  C74 1.511, Br76 1.951, H79 1.094, H80 1.094
76 Br 1.5612 3.5288 0.3781  C75 1.951
77 H 4.2494 3.8300 -0.8035  C74 1.094
78 H 5.1482 4.8994 0.3035  C74 1.094
79 H 2.8262 5.6509 0.4314  C75 1.094
80 H 3.1033 4.7325 1.9337  C75 1.094
81 Br 2.8846 -4.5462 7.3450  C82 1.951
82 C 1.2744 -5.5400 6.8711  Br81 1.951, C83 1.511, H85 1.094, H86 1.094
83 C 1.5980 -6.9766 6.5339  C82 1.511, Br84 1.951, H87 1.094, H88 1.094
84 Br 2.3766 -7.1251 4.7515  C83 1.951
85 H 0.7945 -4.9987 6.0510  C82 1.094
86 H 0.6369 -5.4867 7.7581  C82 1.094
87 H 0.6860 -7.5788 6.4957  C83 1.094
88 H 2.3040 -7.4383 7.2301  C83 1.094
89 Br -0.9110 4.3966 -8.4635  C90 1.951
90 C 0.7538 4.8738 -9.3611  Br89 1.951, C91 1.511, H93 1.094, H94 1.094
91 C 1.9011 4.0192 -8.8755  C90 1.511, Br92 1.951, H95 1.094, H96 1.094
92 Br 2.5226 4.6029 -7.1211  C91 1.951
93 H 0.9096 5.9437 -9.1980  C90 1.094
94 H 0.5641 4.6965 -10.4235  C90 1.094
95 H 2.7679 4.1270 -9.5335  C91 1.094
96 H 1.6469 2.9590 -8.7877  C91 1.094
97 Br 6.1300 1.1339 -7.6967  C98 1.951
98 C 6.0314 0.7234 -5.7923  Br97 1.951, C99 1.511, H101 1.094, H102 1.094
99 C 6.2717 -0.7460 -5.5366  C98 1.511, Br100 1.951, H103 1.094, H104 1.094
100 Br 4.6972 -1.8070 -5.9840  C99 1.951
101 H 5.0566 1.0719 -5.4402  C98 1.094
102 H 6.8171 1.3283 -5.3307  C98 1.094
103 H 6.4438 -0.9293 -4.4723  C99 1.094
104 H 7.1071 -1.1565 -6.1111  C99 1.094
105 Br 1.6796 7.8734 2.4441  C106 1.951
106 C 1.4127 8.9540 0.8423  Br105 1.951, C107 1.511, H109 1.094, H110 1.094
107 C 0.4083 8.3145 -0.0875  C106 1.511, Br108 1.951, H111 1.094, H112 1.094
108 Br 1.1999 6.8222 -1.0630  C107 1.951
109 H 2.3961 9.0984 0.3865  C106 1.094
110 H 1.0415 9.9157 1.2076  C106 1.094
111 H 0.0922 9.0217 -0.8594  C107 1.094
112 H -0.4754 7.9265 0.4272  C107 1.094


# C5H11N3P

A 2-piece molecular cluster, C5H11N3P overall in a non-equilibrium geometry (wB97M-V/def2-TZVPD, OMol25).

Properties
Max |F| (eV/A): 3.8
ΔE to the lowest compared entry with this formula, charge and spin (kcal per mole): 42.9
LUMO (eV): -5.4308
Total charge: +1

Bonds (Å) are listed after each position.
Geometry (Å):
1 C -1.1123 0.6172 -1.7712  N6 1.352, N8 1.375, H10 1.137
2 C -0.7958 1.9594 -0.1030  C3 1.480, N7 1.393, N8 1.360
3 C -0.4183 2.5399 1.2055  C2 1.480, H11 1.149, H12 1.085, H13 1.168
4 C 0.2639 -2.9949 0.3435  P9 1.763, H14 1.104, H15 1.090, H16 1.102
5 C 1.5843 -0.5173 -0.0632  P9 1.664, H17 1.030, H18 1.039
6 N -1.9687 1.6421 -1.9814  C1 1.352, N7 1.293
7 N -1.7467 2.4484 -0.9957  C2 1.393, N6 1.293, H19 1.046
8 N -0.3721 0.7758 -0.6228  C1 1.375, C2 1.360
9 P 1.4364 -2.0833 -0.6061  C4 1.763, C5 1.664, H20 1.389
10 H -1.0008 -0.2054 -2.5488  C1 1.137
11 H 0.6723 2.3069 1.4817  C3 1.149
12 H -0.4220 3.6115 1.0368  C3 1.085
13 H -1.2219 2.3612 2.0336  C3 1.168
14 H -0.5988 -3.4356 -0.1852  C4 1.104
15 H 0.0030 -2.2969 1.1390  C4 1.090
16 H 0.6908 -3.9499 0.6901  C4 1.102
17 H 2.2558 0.2206 -0.3181  C5 1.030
18 H 1.2376 -0.2742 0.8855  C5 1.039
19 H -2.4054 3.2416 -0.8221  N7 1.046
20 H 1.0116 -2.5162 -1.8555  P9 1.389


# C7H6NO2S

A 2-piece molecular cluster, C7H6NO2S overall in a non-equilibrium geometry (wB97M-V/def2-TZVPD, OMol25).

Properties
Max |F| (eV/A): 4.0
ΔE to the lowest compared entry with this formula, charge and spin (kcal per mole): 29.2
LUMO (eV): 3.3600
Total charge: -1

Bonds (Å) are listed after each position.
Geometry (Å):
1 C 0.2534 0.6590 -1.7200  C2 1.411, C3 1.385, H12 1.036
2 C 0.7480 -0.6331 -1.4449  C1 1.411, C4 1.343, H13 0.999
3 C -0.5151 1.3018 -0.7639  C1 1.385, C5 1.393, H14 1.103
4 C 0.5093 -1.1843 -0.2431  C2 1.343, C6 1.428, H15 1.016
5 C -0.8133 0.7929 0.4979  C3 1.393, C6 1.421, H16 1.121
6 C -0.2162 -0.4702 0.7588  C4 1.428, C5 1.421, N8 1.341
7 C 2.7755 0.5428 2.0575  O9 1.127, O10 1.132
8 N -0.3682 -1.1219 1.9205  C6 1.341, S11 1.683
9 O 3.1355 -0.5128 2.2168  C7 1.127
10 O 2.5148 1.6267 1.8586  C7 1.132
11 S -1.1980 -0.4830 3.2387  N8 1.683, H17 1.383
12 H 0.4541 0.9375 -2.6973  C1 1.036
13 H 1.2159 -1.1481 -2.1617  C2 0.999
14 H -1.0872 2.2358 -0.8915  C3 1.103
15 H 0.6873 -2.0856 0.1910  C4 1.016
16 H -1.5125 1.3191 1.1981  C5 1.121
17 H -1.0420 -1.5233 4.1371  S11 1.383